Below is a 3-piece molecular cluster, C3H9NO2 overall in a non-equilibrium geometry, with properties calculated with wB97M-V/def2-TZVPD.

Element x y z (Å)
C 1.230 0.030 0.783
N 1.543 1.181 0.248
C -0.172 -0.966 -0.851
C -0.825 -1.934 -0.199
H 0.531 1.753 -0.129
H 2.357 1.197 -0.356
H 0.384 0.061 1.456
H 1.954 -0.773 0.872
H 0.430 -1.223 -1.717
H -0.734 -2.983 -0.456
H -1.423 -1.708 0.676
O -0.789 1.822 -0.569
O -1.529 1.635 0.666
H -2.436 1.773 0.368
H -0.522 0.134 -0.795

Energy ... -8835.9114 eV
Gap between HOMO and LUMO ... 7.78 eV
Energy above the lowest of the compared OMol25 structures with the same formula, charge and spin ... 162.4 kcal per mole
Charge ... 0